[1]
Below is C7H19BN2 in the gas phase in a non-equilibrium geometry, with properties calculated with the ωB97M-V functional and the def2-TZVPD basis.

```
29
Properties=species:S:1:pos:R:3:forces:R:3
C -1.42899 -1.75084 0.94972 -1.777 1.403 1.766
C -1.28742 -0.93398 -0.29245 1.083 0.503 -2.188
C -2.55231 -0.30768 -0.94824 1.411 0.439 2.237
B 0.06826 -0.02296 -0.08182 -1.387 1.033 0.336
N 1.27239 -0.69897 0.17301 1.094 -0.408 -0.974
C 1.63215 -1.96689 -0.40662 -1.535 -1.682 0.164
C 2.48854 -0.14578 0.77166 -1.945 -0.631 0.389
N 0.07481 1.42157 0.00257 -0.346 0.542 0.054
C 1.05208 2.27347 -0.59986 2.439 -0.029 -0.046
C -1.05554 2.21970 0.48393 0.375 -2.094 -0.947
H -1.78752 -0.99926 1.80526 0.647 -1.804 -1.423
H -0.43143 -2.06198 1.17594 0.332 -0.573 0.722
H -2.12474 -2.60929 0.90328 0.254 0.414 0.018
H -0.87898 -1.54465 -1.10292 -0.110 -0.648 0.003
H -2.32438 0.15015 -1.88562 0.279 0.501 -0.554
H -3.36597 -0.98288 -1.10730 -0.485 -0.583 0.202
H -2.77226 0.44629 -0.18967 -1.135 0.173 -0.670
H 2.33985 -1.87496 -1.27191 -0.594 -0.082 0.583
H 2.13549 -2.56989 0.40740 -0.436 0.208 -1.007
H 0.64438 -2.49959 -0.71194 2.144 0.579 0.270
H 2.78230 -0.98818 1.46533 0.344 1.551 -0.143
H 3.19076 -0.04790 -0.03354 0.952 0.379 -0.071
H 2.16560 0.82030 1.19634 0.902 -0.571 0.308
H 0.73433 3.17536 -1.19500 -0.566 -1.043 0.465
H 1.66913 2.70851 0.23759 0.015 -0.116 -0.961
H 1.70625 1.65812 -1.29574 -0.495 0.853 0.925
H -1.43660 2.58772 -0.43246 -1.464 0.745 -0.738
H -1.70051 1.44818 0.91798 -0.334 1.127 0.478
H -0.80965 3.09632 1.06505 0.339 -0.187 0.806
```
Positions in Å, forces in eV/Å.

Results
Highest occupied orbital energy   -8.00 eV
Charge   0
ΔE to the lowest compared entry with this formula, charge and spin   0.00 kcal/mol
Gap between HOMO and LUMO   8.75 eV

---

[2]
Below is 7 unconnected molecules or ions with the total composition C7H19Cl4N5O10 in a non-equilibrium geometry, with properties calculated with the ωB97M-V functional and the def2-TZVPD basis.

```
45
Properties=species:S:1:pos:R:3:forces:R:3
C -0.97483 2.76362 1.17618 0.194 -0.111 -0.163
N -0.10828 1.71196 1.78534 0.266 0.416 -0.407
O 0.48447 1.97817 2.80703 -0.136 -0.126 0.194
O -0.03328 0.65342 1.19153 -0.039 -0.114 0.153
H -0.57873 3.73941 1.42199 0.024 -0.016 0.310
H -1.97657 2.60397 1.56650 -0.039 0.051 -0.038
H -0.91769 2.60998 0.10781 -0.272 -0.107 -0.045
C 1.35212 1.53629 -1.80304 -0.375 -0.193 -0.678
N 2.23361 2.29793 -0.89224 0.074 0.016 0.173
O 3.42235 2.22923 -1.08475 0.096 0.007 -0.037
O 1.71823 2.94008 0.00959 -0.132 -0.056 -0.069
H 1.04912 0.60579 -1.33359 0.193 0.033 0.271
H 1.90900 1.33363 -2.71090 0.117 -0.075 0.061
H 0.45030 2.09604 -2.03732 0.108 0.220 0.238
C -4.39030 1.54390 -1.59804 0.239 0.226 0.120
N -3.24253 0.59128 -1.64983 0.075 0.071 0.072
O -2.12205 1.02940 -1.43849 -0.115 0.031 -0.044
O -3.50308 -0.56094 -1.88345 0.002 -0.108 -0.064
H -4.00372 2.53401 -1.38402 0.051 -0.033 0.005
H -5.04685 1.19986 -0.80623 -0.106 -0.085 -0.063
H -4.88289 1.52508 -2.56287 -0.085 -0.150 -0.022
C -2.42831 -0.61429 3.55496 -0.157 -0.024 0.138
N -3.18981 -1.06245 2.35463 -0.013 -0.085 0.386
O -2.57031 -1.16404 1.32259 -0.053 0.074 -0.328
O -4.36276 -1.33537 2.51360 0.052 0.086 -0.138
H -1.72204 0.15127 3.26102 0.077 -0.041 -0.080
H -1.90610 -1.49052 3.92795 0.075 -0.008 -0.016
H -3.14378 -0.26136 4.28694 -0.019 0.013 0.029
C 2.67024 -1.13056 2.18381 -0.425 -0.604 -0.764
N 3.05829 -1.67771 0.83443 -0.062 0.290 -0.018
O 2.95481 -0.94301 -0.14137 -0.065 -0.161 0.335
O 3.46725 -2.81259 0.79674 0.064 -0.018 -0.050
H 2.01724 -1.88755 2.61172 0.168 -0.058 0.133
H 2.09326 -0.23119 2.01466 0.352 0.284 0.151
H 3.60157 -1.05572 2.72891 -0.038 0.299 0.204
Cl -0.17590 -3.36871 0.31686 0.029 0.045 0.166
C -0.15287 -2.02143 -0.83306 0.005 0.060 0.021
Cl -0.43331 -2.58966 -2.47663 -0.009 0.080 -0.138
H -0.91737 -1.30434 -0.55991 -0.125 -0.084 0.001
H 0.82936 -1.56862 -0.79058 0.033 -0.052 -0.030
Cl 4.22431 -0.56989 -3.95560 -0.093 -0.110 0.111
C 3.92874 -2.16589 -3.21351 0.251 0.201 -0.198
Cl 3.03118 -3.23362 -4.29068 -0.111 -0.021 0.027
H 4.89695 -2.61495 -3.03995 0.036 -0.017 0.084
H 3.39095 -2.00989 -2.28873 -0.109 -0.045 0.009
```
Positions in Å, forces in eV/Å.

Results
Highest occupied orbital energy   -10.40 eV
Charge   0
ΔE to the lowest compared entry with this formula, charge and spin   0.00 kcal/mol
Gap between HOMO and LUMO   10.25 eV

---

[3]
Below is a molecular structure, C7H19ClF2N3O7S2Si, with properties calculated with the ωB97M-V functional and the def2-TZVPD basis.

```
42
Properties=species:S:1:pos:R:3:forces:R:3
C 3.33482 1.87437 0.89700 -0.101 0.018 0.012
N 2.02118 1.32920 1.23336 0.016 -0.121 -0.184
C 1.55537 0.38284 0.19703 0.025 0.017 0.535
Si -0.06556 -0.46606 0.67093 0.269 -0.104 -0.361
Cl -1.45177 0.11126 -0.75815 -0.081 0.006 0.009
C 0.10947 -2.33774 0.59903 -0.121 0.095 -0.197
N 0.87066 -2.87699 -0.53140 -0.002 -0.232 0.204
C -0.54402 0.12284 2.40732 0.034 -0.028 -0.314
O -1.65352 -0.56057 2.99003 0.255 -0.176 0.272
C -2.83896 0.13516 3.00051 -0.132 0.148 0.117
O -3.51047 -0.04395 1.78280 -0.020 -0.122 -0.074
C -4.28839 1.05708 1.36874 -0.164 0.009 -0.102
C -3.46498 2.26000 0.92960 0.061 0.304 0.249
O -3.84113 3.40060 1.71608 -0.170 -0.221 0.106
H 3.54441 2.75549 1.50178 0.049 0.035 0.093
H 3.33557 2.17596 -0.14804 -0.027 0.068 -0.061
H 4.14704 1.15177 1.02648 0.078 -0.064 -0.046
H 2.11833 0.81597 2.10045 -0.037 0.106 0.109
H 2.30495 -0.39185 -0.00682 0.070 -0.033 -0.211
H 1.40386 0.93954 -0.72545 -0.006 -0.058 -0.139
H -0.89066 -2.77392 0.57343 -0.100 -0.023 0.139
H 0.56285 -2.68141 1.53161 0.017 -0.057 0.098
H 0.56875 -2.50693 -1.42447 0.031 0.088 -0.027
H 1.85870 -2.68760 -0.44424 0.057 0.121 -0.125
H 0.31521 -0.07689 3.05399 0.048 -0.006 0.072
H -0.68316 1.20719 2.41621 -0.069 0.076 0.086
H -2.65993 1.20233 3.18781 -0.034 0.091 -0.017
H -3.43513 -0.27313 3.82096 -0.089 -0.079 0.009
H -4.88671 0.69165 0.53865 -0.027 -0.097 -0.035
H -4.97854 1.37848 2.15543 -0.019 0.044 0.080
H -2.40634 2.04165 1.07504 -0.024 -0.049 -0.152
H -3.63882 2.47025 -0.12489 0.105 0.021 -0.109
H -3.12052 4.02962 1.69558 0.127 0.167 -0.078
N 2.25331 -2.26974 -4.71153 0.152 0.418 0.028
S 0.99040 -1.34190 -4.47690 -0.009 -0.330 -0.118
O 1.08376 -0.04623 -5.06130 -0.035 0.147 -0.099
O 0.42129 -1.44739 -3.17174 -0.229 0.021 0.137
F -0.00953 -2.13471 -5.41274 0.114 -0.014 0.065
S 3.58151 -1.87246 -3.96645 -0.099 -0.131 -0.124
O 4.67435 -2.63354 -4.46851 0.021 -0.158 -0.104
O 3.45222 -1.71778 -2.55126 -0.021 0.131 0.200
F 3.86011 -0.39248 -4.48592 0.087 -0.029 0.055
```
Positions in Å, forces in eV/Å.

Results
Highest occupied orbital energy   -5.81 eV
Charge   -1
Gap between HOMO and LUMO   8.22 eV

---

[4]
Below is a gas-phase ion, C7H19N4S (charge +1) in a non-equilibrium geometry, with properties calculated with the ωB97M-V functional and the def2-TZVPD basis.

```
31
Properties=species:S:1:pos:R:3:forces:R:3
C 3.59458 1.39354 -0.06162 0.984 -1.786 0.853
S 1.91394 1.46710 -0.70620 -0.403 -0.366 0.482
N 1.26894 0.02660 0.12749 0.194 -0.408 -0.445
N 0.98613 -1.05145 -0.75758 -0.437 0.110 -0.414
C 1.66312 -2.33092 -0.55606 -0.820 -0.513 0.850
C -0.45633 -1.15829 -0.91430 0.369 2.577 -0.723
C -1.03487 -0.46127 0.29321 1.085 2.264 1.267
N -2.05368 0.72051 -0.07635 -0.137 -2.259 1.690
C -1.40086 1.81259 -0.76881 0.817 2.682 0.162
C -3.34725 0.20729 -0.68138 -1.064 1.091 -0.054
N 0.11073 0.24044 0.94116 -0.790 -1.437 1.068
C 0.41719 -0.15959 2.42017 -1.775 0.364 -1.437
H 4.06546 2.33571 0.27011 -0.815 -0.281 -0.012
H 4.30191 0.94237 -0.79010 -0.613 0.274 0.231
H 3.51222 0.62489 0.79054 0.294 1.423 -1.031
H 2.61153 -2.05117 -0.04869 -0.480 -0.901 -0.531
H 0.99965 -3.05487 0.05288 1.220 0.982 -0.274
H 1.74633 -2.85354 -1.53829 0.535 0.630 0.689
H -0.74408 -2.17682 -0.97042 -0.501 -0.782 -0.563
H -0.75126 -0.47148 -1.77190 0.069 -1.529 0.372
H -1.59970 -0.98197 1.04643 -0.129 -0.732 0.031
H -2.31084 0.97311 0.88798 0.252 0.597 -0.554
H -1.20459 1.51590 -1.77825 0.341 -0.294 -0.560
H -2.16668 2.60422 -0.86405 0.545 -0.101 0.197
H -0.40861 2.25291 -0.27782 -2.436 -1.350 -0.753
H -3.17674 -0.58336 -1.40744 0.186 0.038 0.101
H -4.08990 -0.10533 0.09615 1.127 -0.053 -0.390
H -3.87066 1.05836 -1.18067 0.680 -0.600 0.190
H 1.22457 0.52899 2.61641 -0.108 0.091 0.878
H -0.53687 -0.07800 3.05428 1.513 0.543 -0.904
H 0.73659 -1.18649 2.55311 0.298 -0.274 -0.415
```
Positions in Å, forces in eV/Å.

Results
Highest occupied orbital energy   -11.72 eV
Charge   +1
ΔE to the lowest compared entry with this formula, charge and spin   69.61 kcal/mol
Gap between HOMO and LUMO   8.92 eV

---

[5]
Below is C7H19NO2P2S in the gas phase in a non-equilibrium geometry, with properties calculated with the ωB97M-V functional and the def2-TZVPD basis.

```
32
Properties=species:S:1:pos:R:3:forces:R:3
C -3.95730 -1.29777 0.64593 -1.190 0.288 -0.188
C -2.66440 -0.50015 0.01735 -1.867 0.306 -1.287
N -1.86840 -1.46045 -0.83811 -0.052 0.369 1.324
P -0.30877 -1.92023 -0.10695 -0.690 -0.560 -1.728
C 0.72118 -0.86451 -1.31923 0.887 0.668 -1.526
C 0.25346 0.70048 -1.45489 0.715 0.814 -0.166
C 1.60343 1.68497 -1.40898 -1.365 -0.283 -1.502
O 2.37529 1.53876 -0.16392 -2.199 2.443 1.479
C 1.75095 2.27292 0.96024 -4.827 -1.609 3.408
C 2.38289 3.70343 1.55129 0.551 -1.002 -0.197
O 0.65383 1.83197 1.63321 7.021 2.500 -4.998
P 1.62461 -2.55932 0.78846 1.423 -0.455 0.643
S 2.49211 -1.15056 1.81405 0.079 0.073 0.281
H -4.10722 -1.14927 1.79981 0.443 -0.396 -2.223
H -4.94088 -0.86453 0.12694 2.091 -0.929 1.206
H -3.96506 -2.45942 0.37436 0.304 2.562 0.763
H -2.03550 0.10933 0.79777 -0.994 -1.571 -1.392
H -3.11643 0.31159 -0.73244 1.003 -1.516 1.757
H -2.42849 -2.27743 -1.16627 0.588 1.105 0.627
H -0.70727 -1.56328 1.22999 0.311 0.203 -0.492
H -0.51889 -3.32332 -0.49068 0.105 0.800 0.069
H 0.58218 -1.35674 -2.39704 0.077 0.849 2.432
H 1.88696 -0.93613 -1.09779 -2.559 0.401 -0.236
H -0.45640 1.08614 -0.60869 1.401 -1.005 -1.557
H -0.29123 0.88402 -2.49416 1.187 -0.406 2.228
H 1.22123 2.78289 -1.57303 0.858 -1.941 0.471
H 2.31575 1.42555 -2.33120 -1.359 0.458 2.334
H 1.52001 4.50515 1.53831 1.827 -1.783 0.056
H 2.74844 3.48217 2.66262 -1.092 0.437 -2.437
H 3.33242 4.06034 0.96206 -2.049 -0.723 0.939
H 2.47758 -2.96010 -0.32728 -0.712 -0.324 0.664
H 1.42393 -3.73654 1.60827 0.085 0.227 -0.753
```
Positions in Å, forces in eV/Å.

Results
Highest occupied orbital energy   -7.56 eV
Charge   0
Gap between HOMO and LUMO   8.17 eV

---

[6]
Below is 4 unconnected molecules or ions with the total composition C7H19NO3 in a non-equilibrium geometry, with properties calculated with the ωB97M-V functional and the def2-TZVPD basis.

```
30
Properties=species:S:1:pos:R:3:forces:R:3
C -0.89695 -2.86441 -0.02574 -0.668 2.660 0.789
C -0.70469 -1.53753 -0.18809 0.434 -2.625 0.611
C -1.21618 -0.58207 0.80588 -2.820 1.221 -1.114
C -0.57489 0.22281 1.65180 2.072 -2.789 -1.025
C -1.09754 1.29316 2.47381 -1.548 2.104 -0.960
C 0.89791 -0.21384 1.81063 -0.073 2.777 1.355
C 1.78081 0.31469 0.70697 1.758 0.437 0.896
N 3.04195 -0.51619 0.64955 -3.987 -1.366 1.932
H -1.47222 -3.28039 0.74598 -0.790 0.353 1.867
H -0.69989 -3.69970 -0.56962 1.425 -1.520 -2.744
H -0.19947 -1.21523 -1.08625 0.300 0.347 0.023
H -2.33171 -0.48227 0.59965 1.142 0.387 0.673
H -1.79400 1.99473 1.93188 0.835 -0.623 0.022
H -1.75399 0.93166 3.20991 -0.575 -0.684 1.484
H -0.33737 1.91119 2.91299 0.424 0.101 0.304
H 1.32429 0.16999 2.76396 -0.401 0.080 -0.393
H 1.04061 -1.23367 1.95240 -0.263 -2.081 -0.342
H 2.06898 1.36491 1.00396 0.009 -0.971 -0.440
H 1.21253 0.43678 -0.19736 0.015 -0.479 -0.624
H 2.89534 -1.44288 0.23750 -0.274 0.519 0.228
H 3.70082 -0.08998 0.14026 3.015 2.025 -2.338
O 1.38205 1.36368 -2.48566 -1.318 -0.131 1.793
H 0.83035 1.51237 -1.64648 0.749 -0.249 -1.941
H 1.91085 2.15386 -2.52026 0.441 0.454 -0.192
O -1.36211 1.84982 -1.70516 3.567 6.747 -2.874
H -1.36887 2.04165 -2.70868 -0.321 -1.104 2.730
H -1.79412 1.11873 -1.49809 -3.108 -5.075 0.644
O -1.68596 -0.27950 -3.18709 -0.986 -1.262 0.417
H -0.71275 -0.23613 -3.16705 -0.615 -0.550 0.406
H -2.08377 -1.00624 -2.61164 1.560 1.296 -1.187
```
Positions in Å, forces in eV/Å.

Results
Highest occupied orbital energy   -9.09 eV
Charge   0
ΔE to the lowest compared entry with this formula, charge and spin   47.18 kcal/mol
Gap between HOMO and LUMO   9.73 eV

---

[7]
Below is 2 unconnected molecules or ions with the total composition C7H20B3N2O4 in a non-equilibrium geometry, with properties calculated with the ωB97M-V functional and the def2-TZVPD basis.

```
36
Properties=species:S:1:pos:R:3:forces:R:3
C 1.62984 0.67939 1.01319 0.518 -0.095 -0.313
C 1.95286 2.03010 0.35754 -0.302 -0.391 0.296
C 0.94759 2.49776 -0.70542 0.552 0.479 0.025
N 0.01694 3.55547 -0.18908 -0.722 -0.354 -0.414
B -1.30156 3.05108 0.20551 0.183 0.708 0.352
O -1.77295 3.24150 1.51432 -0.687 -0.853 -0.653
B -2.81136 2.35578 1.78574 0.964 -0.190 0.070
O -2.73558 1.08036 1.21342 -0.603 0.689 -0.399
B -2.58318 1.14922 -0.17580 -0.063 0.467 -0.102
C -2.83189 -0.07240 -1.15073 -0.046 0.317 0.433
N -2.49678 -1.37164 -0.58452 0.028 -0.241 -0.754
C -1.04297 -1.55232 -0.44415 -0.321 -0.406 1.072
O -2.19173 2.41207 -0.67813 0.745 -0.811 0.473
H 2.18718 0.60597 1.95112 -0.247 -0.055 0.102
H 1.96368 -0.16714 0.39211 -0.287 0.026 -0.090
H 0.56006 0.55296 1.19799 -0.003 0.080 0.185
H 2.01504 2.78664 1.14389 -0.092 0.213 -0.218
H 2.94554 1.96800 -0.09231 -0.005 -0.038 -0.046
H 0.41173 1.66748 -1.17899 0.054 -0.138 0.186
H 1.52610 2.96885 -1.50376 -0.136 -0.003 -0.044
H -0.16690 4.15058 -0.99353 0.082 0.161 0.064
H -3.73011 2.68777 2.45743 0.004 -0.114 0.220
H -3.86775 -0.06237 -1.51821 0.024 0.038 0.033
H -2.20153 0.09881 -2.02765 -0.112 -0.124 -0.082
H -2.97514 -1.54796 0.28305 -0.015 0.224 0.117
H -0.82854 -1.74796 0.61188 0.276 0.059 -0.074
H -0.50125 -0.64828 -0.70837 0.233 -0.064 -0.199
H -0.64599 -2.41005 -0.98165 0.048 0.242 -0.312
C 1.93969 -4.40770 -0.17975 0.267 -0.282 0.298
C 2.69303 -3.05497 -0.12919 -0.311 -0.323 -0.145
O 2.09804 -2.11329 -0.88052 0.153 0.263 0.191
H 1.89727 -4.78862 -1.20360 -0.035 0.109 -0.054
H 2.44150 -5.16968 0.44242 -0.041 0.044 -0.039
H 0.91702 -4.29722 0.19222 -0.025 0.093 -0.058
H 3.75412 -3.30678 -0.40636 0.025 0.098 -0.151
H 2.78798 -2.82141 0.96991 -0.102 0.172 0.028
```
Positions in Å, forces in eV/Å.

Results
Highest occupied orbital energy   -2.61 eV
Charge   -1
ΔE to the lowest compared entry with this formula, charge and spin   0.00 kcal/mol
Gap between HOMO and LUMO   5.05 eV